{"formula": "C14H43O8", "method": "wB97M-V/def2-TZVPD", "total_charge": -1, "lumo_ev": 2.673, "fmax_ha_per_bohr": 0.04825, "symbols": ["C", "C", "C", "O", "H", "H", "H", "H", "H", "H", "H", "C", "C", "C", "O", "H", "H", "H", "H", "H", "H", "H", "H", "C", "C", "C", "O", "H", "H", "H", "H", "H", "H", "H", "H", "C", "O", "H", "H", "H", "H", "C", "O", "H", "H", "H", "H", "C", "O", "H", "H", "H", "H", "C", "O", "H", "H", "H", "H", "C", "O", "H", "H", "H", "H"], "xyz": [[-0.6054, 1.3655, -1.5179], [-0.7048, 0.0209, -0.8068], [-0.0475, 0.0226, 0.5653], [-1.9266, -0.6091, -0.8101], [0.4111, 1.7837, -1.4741], [-1.2360, 2.1377, -1.0457], [-0.8863, 1.3168, -2.5703], [-0.0726, -0.6230, -1.4715], [1.0272, 0.1997, 0.4123], [-0.0818, -0.9623, 1.0317], [-0.5510, 0.7258, 1.2358], [-3.2088, 2.6728, 1.6747], [-3.7087, 4.0848, 1.4183], [-3.5781, 4.4730, -0.0395], [-5.1037, 4.1505, 1.8097], [-3.2293, 2.5541, 2.7683], [-2.1707, 2.5836, 1.3527], [-3.7563, 1.7699, 1.3985], [-3.2402, 4.8430, 2.0458], [-4.1255, 3.7929, -0.6953], [-2.5346, 4.5557, -0.3481], [-4.0359, 5.4479, -0.2416], [-5.4950, 3.3171, 1.5286], [3.4522, -2.5417, 2.8627], [4.2139, -1.9927, 1.6557], [3.2765, -1.9200, 0.4489], [4.7775, -0.7261, 1.9469], [3.1121, -3.5422, 2.5842], [2.5918, -1.9118, 3.0933], [4.0800, -2.6035, 3.7527], [5.0143, -2.6620, 1.3367], [2.2840, -1.5120, 0.6386], [3.1280, -2.9227, 0.0388], [3.7593, -1.3322, -0.3341], [4.0932, -0.1273, 2.2727], [-4.3683, 1.2023, -2.6246], [-4.4744, 0.1161, -1.7340], [-3.3126, 1.3547, -2.8739], [-4.9768, 1.0272, -3.5140], [-4.7117, 2.1291, -2.1381], [-3.5845, -0.0148, -1.3308], [0.7198, -0.7276, -5.9021], [-0.3058, -0.4639, -4.9475], [1.0682, 0.2242, -6.3285], [1.6088, -1.1318, -5.4264], [0.3044, -1.3502, -6.6966], [-0.9768, 0.0270, -5.4292], [2.3149, -2.6583, -3.0019], [1.5027, -3.5750, -3.7329], [2.5997, -3.0934, -2.0495], [3.2292, -2.4489, -3.5801], [1.8599, -1.6704, -2.9936], [2.0619, -4.2621, -4.1001], [1.9800, 1.4928, 3.4381], [3.2484, 1.8425, 2.9024], [1.4063, 0.7069, 2.9325], [2.1733, 1.0020, 4.4004], [1.3022, 2.3313, 3.5963], [3.1094, 2.6562, 2.4110], [0.2478, -3.5120, 4.0379], [-0.0826, -2.6402, 2.9752], [-0.2632, -4.4698, 3.8969], [1.3156, -3.7459, 4.1424], [-0.0145, -3.0563, 4.9915], [0.0967, -3.1212, 2.1610]], "atomic_forces_ev_per_a": [[-0.1, 1.1, 0.5], [-0.6, -2.1, -1.2], [0.5, -0.1, -0.2], [-0.5, 1.3, 0.2], [0.1, -0.2, 0.0], [-0.2, -0.2, 0.0], [-0.1, -0.3, 0.0], [0.6, 0.1, 0.3], [0.0, 0.7, 0.4], [-0.4, -0.1, -0.1], [0.3, 0.1, 0.1], [1.0, 0.2, 1.9], [-1.5, -0.7, -0.8], [-0.2, 0.7, -0.4], [0.2, 0.1, 0.0], [0.4, 0.1, 0.0], [-0.1, -0.2, -0.1], [-0.3, 0.5, -1.1], [0.3, -0.3, 0.1], [0.3, -0.3, 0.1], [0.0, -0.3, 0.0], [0.1, 0.1, 0.3], [-0.1, 0.0, 0.0], [0.5, -0.3, -0.4], [-1.2, 0.4, 0.0], [0.2, -0.2, -0.4], [0.5, -0.1, 0.0], [-0.2, 0.0, 0.3], [-0.1, 0.0, -0.1], [0.1, -0.1, -0.1], [0.3, 0.1, 0.4], [0.1, 0.2, 0.2], [0.0, 0.0, 0.1], [-0.1, 0.1, 0.0], [0.0, 0.1, -0.1], [0.3, -0.1, 0.8], [-0.4, 0.3, -0.2], [-0.1, 0.1, -0.4], [0.1, 0.0, -0.1], [-0.1, 0.0, -0.2], [0.7, -0.5, 0.2], [-0.4, 1.0, 0.0], [0.5, -0.1, -0.1], [-0.1, -0.1, -0.2], [-0.3, -0.5, 0.2], [0.5, -0.3, -0.1], [-0.2, 0.0, 0.3], [0.8, -0.1, -1.3], [-0.3, 0.2, 0.0], [-0.2, 0.5, 0.3], [0.2, -0.3, 0.2], [-0.6, -0.3, 0.7], [0.1, 0.0, 0.1], [-0.4, -1.1, 1.2], [-0.5, 0.1, -0.3], [0.4, 0.3, -0.8], [0.0, 0.5, 0.2], [0.2, 0.2, 0.0], [0.2, -0.1, -0.2], [0.2, -0.5, 0.1], [0.4, -0.1, 0.3], [-0.1, 0.0, 0.4], [0.1, 0.2, -0.4], [-0.4, 0.1, -0.2], [-0.1, 0.2, -0.2]]}